No. 1
38
Properties=species:S:1:pos:R:3 method="wB97M-V/def2-TZVPD" homo_lumo_gap_ev="6.71 / 6.86" multiplicity=5 total_energy_ha=-5423.158098 total_charge=-1 fmax_ev_per_a=0.464
Fe -0.594 -0.635 -1.069
O -3.784 -2.575 0.482
C -3.018 -1.658 0.229
O -1.843 -1.826 -0.289
C -3.444 -0.238 0.575
C -4.278 -0.132 1.689
C -4.736 1.089 2.149
C -4.371 2.242 1.466
C -3.566 2.153 0.346
C -3.083 0.924 -0.122
S -2.158 0.974 -1.640
H -4.557 -1.054 2.181
H -5.371 1.142 3.025
H -4.717 3.213 1.802
H -3.290 3.049 -0.196
C 2.607 0.565 -4.665
Te 1.230 0.820 -3.065
C -0.315 1.149 -4.494
H 2.412 -0.361 -5.199
H 3.620 0.556 -4.269
H 2.476 1.423 -5.320
H -0.311 2.188 -4.814
H -1.278 0.904 -4.057
H -0.109 0.488 -5.333
Br 5.614 -1.415 4.873
C 4.305 -1.218 3.509
C 3.730 0.024 3.300
C 2.772 0.159 2.306
C 2.410 -0.931 1.527
C 3.000 -2.168 1.752
C 3.949 -2.322 2.751
C 1.376 -0.783 0.449
O 1.275 -1.673 -0.429
O 0.631 0.234 0.443
H 4.023 0.869 3.908
H 2.285 1.109 2.127
H 2.702 -3.002 1.131
H 4.406 -3.284 2.939

No. 2
39
Properties=species:S:1:pos:R:3 method="wB97M-V/def2-TZVPD" homo_lumo_gap_ev=6.89 total_energy_ha=-2138.151881 total_charge=+2 fmax_ev_per_a=2.247
Ca -0.865 -0.288 2.210
O 1.222 -2.680 -0.698
C 2.239 -2.868 -1.346
O 0.641 -0.842 -2.552
C 1.839 -0.902 -2.740
O 2.595 -0.055 -3.491
N 2.714 -1.889 -2.220
C 3.937 -0.618 -3.688
C 4.006 -1.903 -2.903
H 4.689 0.102 -3.349
H 4.077 -0.808 -4.755
H 4.839 -1.938 -2.194
H 4.082 -2.773 -3.572
C 3.005 -4.105 -1.287
C 2.634 -5.051 -0.408
H 3.823 -4.209 -1.996
H 1.860 -4.874 0.338
H 3.125 -6.019 -0.445
N -2.406 3.064 2.036
C -3.684 2.565 1.748
C -4.904 2.916 2.284
C -5.973 2.034 2.003
C -5.795 0.820 1.299
C -4.520 0.438 0.849
C -3.479 1.348 1.088
N -2.112 1.087 1.050
C -1.489 2.195 1.560
C -0.032 2.270 1.668
C 0.789 3.302 2.066
S 2.450 2.831 1.974
C 2.006 1.253 1.440
N 0.674 1.079 1.384
H -2.164 3.953 2.513
H -4.980 3.829 2.887
H -6.969 2.307 2.351
H -6.668 0.176 1.106
H -4.288 -0.494 0.337
H 0.401 4.253 2.405
H 2.678 0.496 1.048

No. 3
39
Properties=species:S:1:pos:R:3 method="wB97M-V/def2-TZVPD" homo_lumo_gap_ev=6.51 total_energy_ha=-1570.835319 total_charge=+1 fmax_ev_per_a=2.171
C 2.763 -0.001 2.461
C 1.968 0.612 1.294
I 3.053 0.522 -0.574
C 0.530 0.017 1.157
C -0.467 0.997 1.745
C -0.774 0.995 3.076
N -1.651 1.874 3.572
C -2.287 2.772 2.840
C -2.043 2.846 1.494
C -2.810 3.901 0.703
F -2.918 4.990 1.502
F -2.197 4.292 -0.393
F -4.054 3.478 0.481
C -1.145 1.941 0.951
C -0.846 1.938 -0.541
O 0.213 2.354 -0.938
O -1.746 1.436 -1.423
H 3.527 0.694 2.821
H 2.112 -0.268 3.306
H 3.250 -0.910 2.091
H 1.847 1.682 1.495
H 0.248 -0.173 0.118
H 0.450 -0.935 1.696
H -0.303 0.274 3.738
H -1.882 1.835 4.561
H -3.006 3.439 3.306
H -2.408 0.935 -0.919
C 0.863 -2.296 -2.474
C -0.022 -2.361 -3.465
C -0.073 -3.535 -4.373
O -0.877 -3.593 -5.276
C 0.900 -4.629 -4.131
C 1.784 -4.561 -3.138
C 1.835 -3.390 -2.231
O 2.638 -3.327 -1.324
H 0.917 -1.449 -1.801
H -0.739 -1.572 -3.656
H 0.847 -5.476 -4.803
H 2.501 -5.349 -2.947

No. 4
35
Properties=species:S:1:pos:R:3 method="wB97M-V/def2-TZVPD" homo_lumo_gap_ev=7.97 smiles="C[NH2+][C@H](/C=C/c1cc(F)cc(F)c1)c1cc(F)cc(F)c1" total_energy_ha=-1071.994710 total_charge=+1 fmax_ev_per_a=2.966
C -2.026 -1.808 2.212
N -0.809 -0.980 1.922
C -0.852 -0.844 0.203
C 0.392 -0.143 -0.351
C 1.604 -0.749 -0.326
C 2.873 -0.090 -0.518
C 4.072 -0.864 -0.608
C 5.290 -0.194 -0.749
F 6.442 -0.944 -0.831
C 5.419 1.190 -0.776
C 4.219 1.910 -0.721
F 4.271 3.276 -0.767
C 2.972 1.318 -0.582
C -2.152 -0.096 -0.265
C -2.209 1.314 -0.277
C -3.416 1.933 -0.619
F -3.483 3.311 -0.669
C -4.584 1.230 -0.837
C -4.498 -0.154 -0.773
F -5.639 -0.924 -0.876
C -3.318 -0.831 -0.509
H -2.070 -2.161 3.256
H -2.962 -1.222 1.978
H -2.011 -2.722 1.569
H -0.876 0.031 1.974
H -0.094 -1.316 2.617
H -0.816 -1.905 -0.235
H 0.319 0.862 -0.825
H 1.652 -1.815 -0.062
H 4.020 -1.951 -0.576
H 6.352 1.683 -0.901
H 2.061 1.919 -0.509
H -1.331 1.958 -0.054
H -5.534 1.706 -1.031
H -3.276 -1.929 -0.483

No. 5
43
Properties=species:S:1:pos:R:3 method="wB97M-V/def2-TZVPD" homo_lumo_gap_ev=6.26 total_energy_ha=-2561.190531 total_charge=-1 fmax_ev_per_a=1.559
Pt -0.102 1.440 0.395
C 2.307 -1.702 -1.301
C 1.702 -0.339 -1.093
N 1.048 -0.125 0.016
N 1.101 -1.165 0.943
C 0.477 -0.911 2.042
S -0.379 0.515 2.431
S 0.497 -2.210 3.266
C -0.316 -3.514 2.273
C -1.725 -3.160 1.892
C -1.989 -2.480 0.706
C -3.281 -2.089 0.388
C -4.330 -2.386 1.247
C -4.078 -3.076 2.425
C -2.784 -3.454 2.746
C 1.897 0.691 -2.103
C 2.963 0.523 -3.018
C 3.260 1.436 -3.995
C 2.464 2.588 -4.110
C 1.423 2.793 -3.251
C 1.107 1.875 -2.213
O 0.094 2.179 -1.471
H 1.625 -2.461 -0.929
H 3.231 -1.808 -0.728
H 2.512 -1.883 -2.351
H -0.295 -4.394 2.917
H 0.300 -3.707 1.397
H -1.170 -2.241 0.037
H -3.465 -1.540 -0.527
H -5.337 -2.073 1.004
H -4.892 -3.313 3.100
H -2.587 -3.973 3.678
H 3.600 -0.346 -2.928
H 4.099 1.272 -4.659
H 2.685 3.326 -4.872
H 0.804 3.680 -3.299
F 1.236 5.295 0.572
Te -0.256 4.410 1.365
F -0.767 4.959 -0.430
F -0.730 3.510 3.038
F 0.826 5.092 2.786
F -1.446 5.753 1.788
O -1.329 3.014 0.825

No. 6
42
Properties=species:S:1:pos:R:3 method="wB97M-V/def2-TZVPD" homo_lumo_gap_ev="7.34 / 6.55" multiplicity=8 total_energy_ha=-2493.279505 total_charge=+1 fmax_ev_per_a=2.864
Gd -0.515 -0.476 0.062
O 2.317 0.693 -3.223
C 1.687 0.435 -2.105
O 0.491 0.329 -2.007
C 2.586 0.282 -0.902
C 3.965 0.313 -0.936
C 4.643 0.167 0.264
C 3.922 0.008 1.435
C 2.541 -0.008 1.360
N 1.904 0.126 0.213
C 1.580 -0.188 2.526
O 2.020 -0.151 3.760
O 0.404 -0.357 2.313
H 1.660 0.787 -3.934
H 4.489 0.446 -1.875
H 5.725 0.179 0.287
H 4.450 -0.112 2.375
H 2.963 0.042 3.828
C -0.602 -2.212 -6.936
C -0.808 -2.327 -5.447
C 0.267 -2.309 -4.560
C 0.075 -2.432 -3.193
C -1.218 -2.563 -2.699
C -2.302 -2.638 -3.571
C -2.091 -2.504 -4.928
S -1.483 -2.827 -0.981
O -1.968 -4.158 -0.834
O -0.144 -2.539 -0.339
N -2.361 -1.706 -0.289
C -3.437 -0.905 -0.898
C -3.213 0.616 -0.714
O -4.133 1.356 -0.920
O -1.979 0.958 -0.350
H 0.434 -1.978 -7.180
H -1.243 -1.437 -7.362
H -0.859 -3.151 -7.431
H 1.275 -2.226 -4.950
H 0.920 -2.463 -2.520
H -3.302 -2.838 -3.202
H -2.938 -2.560 -5.602
H -4.391 -1.112 -0.429
H -3.538 -1.054 -1.966

No. 7
40
Properties=species:S:1:pos:R:3 method="wB97M-V/def2-TZVPD" homo_lumo_gap_ev=4.33 total_energy_ha=-1551.975779 total_charge=-1 fmax_ev_per_a=0.733
N -1.319 -2.186 1.134
C -0.725 -3.462 1.550
N -0.589 -3.476 3.013
C -0.034 -2.284 3.567
C 1.468 -2.098 3.310
O 2.317 -2.915 3.389
I 2.014 -0.023 2.750
C -1.660 -4.615 1.032
O -2.595 -4.958 1.763
O -1.334 -5.015 -0.103
H -1.564 -2.301 0.157
H -0.618 -1.448 1.149
H 0.247 -3.612 1.049
H -0.065 -4.296 3.291
H -0.107 -2.291 4.667
H -0.574 -1.406 3.219
C 0.187 3.212 1.476
C -0.685 3.678 0.585
C -0.266 4.614 -0.488
O -1.058 5.045 -1.298
C 1.167 5.007 -0.535
C 2.040 4.541 0.353
C 1.618 3.609 1.431
O 2.413 3.179 2.237
H -0.090 2.524 2.264
H -1.732 3.401 0.594
H 1.446 5.687 -1.329
H 3.088 4.810 0.340
C 0.548 0.142 -2.223
C 0.382 1.053 -3.177
C -0.429 0.763 -4.388
O -0.572 1.596 -5.260
C -1.053 -0.579 -4.490
C -0.891 -1.492 -3.536
C -0.075 -1.205 -2.328
O 0.069 -2.036 -1.463
H 1.134 0.325 -1.330
H 0.823 2.041 -3.127
H -1.640 -0.762 -5.381
H -1.334 -2.480 -3.580

No. 8
40
Properties=species:S:1:pos:R:3 method="wB97M-V/def2-TZVPD" homo_lumo_gap_ev="6.39 / 5.48" multiplicity=4 total_energy_ha=-8089.175655 total_charge=0 fmax_ev_per_a=0.511
Mn 0.389 0.144 0.501
C 1.104 0.034 -3.780
C 0.815 0.548 -2.397
N 0.502 -0.278 -1.434
N 0.391 -1.621 -1.806
C -0.042 -2.389 -0.873
S -0.499 -1.908 0.729
S -0.145 -4.126 -1.172
C 1.128 -4.362 -2.448
C 2.505 -4.463 -1.864
C 3.014 -5.704 -1.496
C 4.267 -5.812 -0.918
C 5.031 -4.675 -0.699
C 4.531 -3.434 -1.062
C 3.278 -3.329 -1.643
C 0.861 1.998 -2.174
C 1.155 2.856 -3.253
C 1.138 4.225 -3.125
C 0.817 4.798 -1.892
C 0.518 4.000 -0.817
C 0.527 2.602 -0.937
O 0.198 1.917 0.133
H 1.298 -1.033 -3.763
H 1.963 0.551 -4.197
H 0.251 0.212 -4.436
H 1.041 -3.559 -3.176
H 0.848 -5.296 -2.937
H 2.419 -6.593 -1.658
H 4.646 -6.784 -0.636
H 6.012 -4.758 -0.254
H 5.115 -2.540 -0.888
H 2.887 -2.357 -1.905
H 1.393 2.441 -4.219
H 1.368 4.850 -3.975
H 0.802 5.873 -1.782
H 0.261 4.417 0.146
Se 2.664 -0.315 0.594
Te 2.899 -1.973 2.433
Te 1.621 -0.509 4.298
Se 0.036 0.683 2.930